21
Properties=species:S:1:pos:R:3:forces:R:3 method="wB97M-V/def2-TZVPD" total_charge=+1 orbital_gap_ev=9.302 e_homo_ev=-14.225 lumo_ev=-4.92 smiles="CC(C)n1nccnc1=[NH2+]"
C -1.33537 2.51972 0.67420 0.40 -0.36 -0.14
C -1.67878 1.29657 1.27359 -0.03 0.14 -0.11
C 0.35796 1.50647 -0.47669 -1.48 -3.16 1.33
C -0.71806 -2.04201 -0.75877 0.07 0.11 -0.20
C 1.23671 -1.62244 0.79187 0.08 0.08 -0.20
C 0.40895 -1.08881 -0.37556 0.28 -0.94 0.15
N -0.33428 2.58360 -0.17338 -0.02 0.66 -0.06
N -1.10362 0.19094 0.87769 -0.41 -0.38 0.55
N -0.14140 0.20115 0.02135 1.18 4.02 -1.46
N 1.45116 1.58412 -1.20267 0.38 -0.08 -0.25
H -1.86299 3.44516 0.86485 -0.10 -0.04 0.09
H -2.43670 1.18698 2.03175 -0.12 0.05 -0.01
H -1.25817 -2.38035 0.11933 -0.03 -0.01 0.08
H -1.41921 -1.56822 -1.44298 -0.05 0.03 -0.05
H -0.29614 -2.90423 -1.26889 0.06 -0.07 0.05
H 2.01500 -0.91860 1.08288 0.11 0.00 0.00
H 1.69842 -2.56098 0.50390 0.08 -0.11 0.01
H 0.59459 -1.79633 1.65099 -0.09 -0.04 0.05
H 1.04790 -0.92355 -1.24649 -0.15 0.09 0.06
H 1.73940 2.49891 -1.52652 -0.09 -0.10 0.06
H 2.03464 0.79191 -1.42045 -0.10 0.09 0.05



12
Properties=species:S:1:pos:R:3:forces:R:3 method="wB97M-V/def2-TZVPD" orbital_gap_ev="5.754 / 8.441" e_homo_ev="-4.867 / -10.755" lumo_ev="0.89 / -2.31" multiplicity=3
C -2.74289 0.98654 -0.01353 -2.92 1.37 4.27
C 0.60246 -0.56706 -0.03326 -0.16 -0.28 0.47
C -1.55008 0.60436 -0.08832 3.83 -1.81 -3.61
C 2.12737 -0.40102 -0.02743 -1.41 0.62 0.89
N -0.34453 0.54344 -0.03378 4.44 -1.89 2.37
F 2.61495 0.28629 1.08765 -0.46 -0.55 -1.20
F 2.49702 0.28603 -1.14368 0.52 -0.56 0.54
H -3.39891 1.11516 -0.73777 -3.14 0.05 -3.61
H -3.12340 1.17912 0.96622 -0.91 0.98 1.26
H 0.42089 -1.28189 -0.82656 -0.16 0.16 -1.22
H 0.42181 -1.29288 0.78717 -0.19 0.97 0.45
H 2.47531 -1.45811 0.06329 0.57 0.93 -0.60



8
Properties=species:S:1:pos:R:3:forces:R:3 method="wB97M-V/def2-TZVPD" orbital_gap_ev="8.908 / 8.908" e_homo_ev="-9.861 / -9.860" lumo_ev="-0.95 / -0.95" smiles="O=NC[N+](=O)[O-]"
C -0.30967 0.35724 -0.11342 -1.14 -1.04 4.51
N -1.11798 -0.95649 -0.12754 1.74 -2.23 -1.78
N 1.19528 0.07508 0.00283 0.05 0.57 2.87
O -2.11229 -1.11712 0.48696 0.37 1.93 0.48
O 1.83514 0.47529 0.99567 -1.65 -0.41 -1.55
O 1.65722 -0.54410 -0.89943 0.26 -0.53 -1.09
H -0.78855 0.94559 0.68393 1.05 0.32 -0.11
H -0.35915 0.76452 -1.02901 -0.69 1.40 -3.33



18
Properties=species:S:1:pos:R:3:forces:R:3 method="wB97M-V/def2-TZVPD" total_charge=+1 orbital_gap_ev=10.004 e_homo_ev=-13.617 lumo_ev=-3.61 smiles="CN(C)C(=O)C[NH3+]"
N -1.76265 0.04166 -1.77720 0.33 0.63 0.10
C -0.93318 0.86589 -0.82064 -0.35 -1.11 0.59
C 0.09547 -0.16554 -0.30437 0.58 0.45 -0.41
N 0.53893 -0.05031 0.94838 0.03 -0.02 0.08
C 0.47564 1.18122 1.72689 0.37 0.03 -0.13
C 1.44249 -1.07329 1.48003 -0.37 -0.42 -0.68
O 0.41597 -1.03432 -1.10702 -0.34 -0.21 0.13
H -1.14008 -0.24910 -2.53714 -0.13 -0.26 -0.02
H -2.56874 0.56690 -2.12099 0.06 -0.16 -0.09
H -2.05409 -0.79826 -1.27758 -0.17 -0.15 -0.28
H -1.60277 1.14376 -0.01390 -0.03 0.52 -0.15
H -0.49230 1.68726 -1.36730 0.03 0.26 0.10
H 1.37566 1.78614 1.54838 -0.23 -0.05 -0.08
H -0.40736 1.76667 1.48278 0.04 0.02 0.22
H 0.49698 0.91395 2.77829 -0.32 0.05 0.11
H 0.97242 -1.58384 2.31529 0.11 0.35 0.44
H 1.55146 -1.85009 0.72745 0.31 0.19 -0.13
H 2.39914 -0.61973 1.71742 0.09 -0.14 0.19



27
Properties=species:S:1:pos:R:3:forces:R:3 method="wB97M-V/def2-TZVPD" orbital_gap_ev=9.523 e_homo_ev=-10.145 lumo_ev=-0.62 smiles="O=P(O)(O)C(F)(F)c1cccc(C(F)(F)P(=O)(O)O)n1"
O -1.77970 -1.35694 0.55794 3.16 -0.37 3.14
O 1.37469 -1.34841 -0.32874 -0.75 1.26 1.86
F -2.14740 2.40115 -1.01881 -0.26 -0.70 1.07
F -2.46635 1.82464 1.17835 -0.43 -0.13 -1.32
F 2.61208 -0.04216 3.01783 0.37 0.32 -0.07
F 4.05576 0.42722 1.36011 -2.35 -0.10 0.41
N 0.45396 0.97568 0.96291 0.83 -2.07 -0.83
O -3.38062 -0.58533 -0.65683 -2.92 0.98 -1.47
O -0.85678 -0.61197 -1.68916 -1.28 1.18 2.27
O 1.58651 -2.29540 2.10908 1.69 0.44 -1.00
O 3.33807 -2.25011 0.06288 2.86 -1.03 0.72
C -0.30728 1.87763 0.37946 1.66 3.93 1.47
C 1.72972 1.19216 1.24674 0.38 4.91 -0.21
C 0.19715 3.24755 0.41134 0.37 -0.67 -1.48
C 2.30401 2.56998 1.25461 0.18 -2.55 -0.09
C 1.56344 3.61418 0.73242 -3.84 -5.19 0.81
C -1.77605 1.57193 0.01076 2.13 -0.05 0.62
C 2.68186 0.12655 1.66740 1.97 -0.40 0.72
P -1.87792 -0.26726 -0.42250 1.23 -2.91 -1.46
P 2.28238 -1.48020 0.90557 -4.62 -1.63 -4.29
H -3.46172 -1.28192 0.08244 -0.01 1.06 -1.48
H -0.07387 -1.08559 -1.23243 -0.58 0.69 -0.29
H 0.66675 -2.00876 2.09928 -0.77 -0.08 0.05
H 2.89403 -2.22205 -0.84657 0.53 -0.01 1.51
H -0.43244 4.05233 0.03535 -0.05 -0.25 0.02
H 3.31941 2.65012 1.68865 -0.68 0.22 -0.64
H 1.78806 4.59278 0.71971 1.19 3.16 -0.04